The following is a DFT calculation (ωB97M-V/def2-TZVPD) of a molecular structure, C30H32N4O2S7Sn.

The geometry in XYZ format:
```
76
Properties=species:S:1:pos:R:3:forces:R:3:lowdin_charge:R:1
Sn -0.34185 0.82479 -0.71845 0.1 0.0 -0.4 0.59
S -2.78082 1.81840 -0.32635 0.0 0.1 0.1 0.37
S -0.94858 -0.10509 -3.04880 -0.1 -0.1 0.1 0.55
S 1.98273 2.07797 3.27267 0.1 0.0 0.2 0.64
S -1.83623 5.92047 -1.49265 0.0 0.0 0.0 0.90
S -1.94870 -1.22245 0.39507 0.0 0.0 -0.2 0.48
S -0.17842 3.50264 -1.98217 0.0 0.0 0.0 0.40
S -3.96555 4.53250 -0.09437 0.0 0.0 0.0 0.90
O -3.96389 7.13968 -0.50709 0.0 0.1 0.0 -0.13
O 1.74727 -0.86452 3.96240 -0.1 -0.1 0.0 0.03
N -0.44811 2.34832 2.23195 0.1 0.0 0.2 -0.02
N 0.87026 -1.91537 -0.71880 0.1 0.0 0.1 -0.21
N -0.04046 0.29464 3.09357 -0.1 0.0 -0.1 0.11
N 2.06083 0.50704 -2.26829 -0.1 -0.1 -0.1 -0.24
C 0.38798 -3.26401 3.86273 0.0 0.0 0.0 -0.03
C 1.26403 0.05583 -6.38689 0.0 0.0 0.0 -0.12
C -1.69763 -4.45048 3.80177 0.0 0.0 0.0 -0.09
C 0.44155 0.09381 -4.08795 0.1 0.0 0.0 -0.60
C -2.63455 3.53369 -0.68170 0.0 0.0 0.0 -1.16
C -0.24452 3.74460 1.87112 0.0 0.0 -0.2 -0.23
C 2.56418 0.29998 -5.95574 0.0 0.0 0.0 -0.12
C 2.76657 -0.63665 -1.69939 0.0 0.0 -0.1 -0.19
C 0.59629 -0.82319 3.59281 0.0 0.0 0.2 -0.45
C 0.23424 -0.04124 -5.47334 0.0 0.0 0.0 -0.14
C -0.80060 -5.07954 -1.78382 0.0 0.0 0.0 -0.12
C -2.36904 -3.25221 3.61669 0.0 -0.1 0.1 -0.08
C -0.62208 4.82776 4.13668 0.0 0.0 0.0 -0.12
C 0.45725 1.57511 2.84746 0.0 0.1 0.0 -0.83
C -0.27782 -2.05750 3.66790 0.0 0.0 0.1 -0.16
C -1.64479 4.16889 -1.33887 0.0 0.0 0.0 -1.22
C -0.31454 -4.45496 3.92578 0.0 0.0 0.0 -0.09
C 2.76313 1.74449 -1.95863 0.1 0.0 0.0 -0.13
C -1.66320 -2.06086 3.54770 0.0 0.1 0.1 -0.08
C -2.07269 -4.88924 -1.26719 0.0 0.0 0.0 -0.13
C 1.95453 -1.92310 -1.68227 0.0 0.0 0.0 -0.20
C 2.79040 0.44216 -4.59808 0.0 0.0 0.0 -0.05
C -3.37958 6.08787 -0.66909 0.0 0.0 0.0 -1.08
C -2.37059 -3.71630 -0.59276 0.0 0.0 0.0 -0.14
C 1.75925 0.34896 -3.66744 0.0 0.0 0.0 -0.28
C -1.43180 -2.69601 -0.40754 0.0 0.0 0.1 -0.60
C 0.15567 -4.08995 -1.59784 0.0 0.0 0.0 -0.04
C 1.33613 -1.90433 0.66684 0.0 0.0 -0.1 -0.09
C -0.13438 -2.90900 -0.92100 0.1 0.0 0.0 -0.28
C -1.11457 4.67668 2.70379 0.0 0.0 0.0 -0.24
H 0.81454 3.96467 1.99511 0.0 0.0 0.0 0.07
H 2.69798 1.93004 -0.88387 0.0 0.0 0.0 0.08
H -1.24249 5.52674 4.70204 0.0 0.0 0.0 0.06
H 1.46599 -3.24031 3.94616 0.0 0.0 0.0 0.11
H -0.54846 -5.98321 -2.32656 0.0 0.0 0.0 0.08
H -2.22162 -1.14666 3.40184 0.0 0.0 0.0 0.09
H -0.48709 3.85331 0.81271 0.0 -0.1 0.1 0.06
H -2.25016 -5.38150 3.83743 0.0 0.0 0.0 0.09
H 2.29039 2.57576 -2.47515 0.0 0.0 0.0 0.04
H 0.47063 -2.00153 1.31546 0.0 0.0 -0.1 0.04
H -3.37127 -3.54538 -0.21557 0.0 0.0 0.0 0.08
H 3.82830 1.70777 -2.24129 0.0 0.0 0.0 0.08
H 0.21729 -5.38892 4.05831 0.0 0.0 0.0 0.09
H -1.14276 5.64721 2.19795 0.0 0.0 0.0 0.11
H 0.40842 5.18648 4.15790 0.0 0.0 0.0 0.07
H 3.07739 -0.36425 -0.68955 0.0 0.0 0.0 0.11
H -2.84146 -5.64201 -1.40306 0.0 0.0 0.0 0.09
H -0.63273 3.86716 4.65568 0.0 0.0 0.0 0.06
H 1.15241 -4.24214 -1.99198 0.0 0.0 0.0 0.09
H -0.77757 -0.22079 -5.81439 0.0 0.0 0.0 0.09
H 1.05028 -0.05121 -7.44462 0.0 0.0 0.0 0.09
H 2.66222 -2.74953 -1.48125 0.0 0.0 0.0 0.12
H 3.79416 0.63892 -4.23620 0.0 0.0 0.0 0.10
H 2.02969 -2.73915 0.86819 0.0 0.0 0.0 0.10
H 1.53223 -2.08555 -2.67553 0.0 0.0 0.0 0.12
H 3.69127 -0.83881 -2.27047 0.0 0.0 0.0 0.12
H 3.38014 0.38565 -6.66313 0.0 0.0 0.0 0.08
H -0.95907 0.11779 2.70823 0.0 -0.1 -0.2 0.08
H -3.44525 -3.24050 3.50654 0.0 0.0 0.0 0.10
H -1.24739 1.91717 1.76955 -0.1 0.0 0.1 0.04
H -2.14175 4.29984 2.69428 0.0 0.0 0.0 0.10
H 1.83846 -0.96735 0.91486 0.0 0.0 0.0 0.07
```
Positions in Å, forces in eV/Å.

## Properties
* charge: -2
* multiplicity: 1
* gap between HOMO and LUMO: 5.6 eV
* ΔE to the lowest compared entry with this formula, charge and spin: 33.5 kJ/mol
* LUMO level: 4.3241 eV
* total energy: -123368.7600 eV